The following is a quantum chemistry calculation of a molecular structure, CH2ClFS, from OMol25.

Element x y z (Å)
C (0.488, -0.392, 0.369)
F (0.446, 0.588, 1.242)
S (-1.506, 0.088, -0.893)
Cl (1.918, -0.445, -0.475)
H (-0.041, -1.128, 0.857)
H (-1.306, 1.289, -1.099)

Computed properties:
Orbital gap: 0.3172 hartree
Highest occupied orbital energy: -9.22 eV
Relative energy (zero: lowest compared OMol25 entry of this formula, charge and spin): 1.838 eV



The following is a quantum chemistry calculation of a molecular structure, C4H6N3, from OMol25.

Element x y z (Å)
C (2.845, -1.008, -0.217)
C (1.804, -0.221, -0.021)
C (-0.787, 0.295, 0.743)
C (-0.690, 0.966, -0.560)
N (3.666, 0.381, 0.098)
N (2.657, 1.014, 0.287)
N (0.047, -0.283, -0.234)
H (3.012, -2.059, -0.622)
H (-0.388, 0.887, 1.466)
H (-1.659, -0.286, 1.082)
H (-1.309, 0.974, -1.462)
H (-0.027, 1.810, -0.327)
H (-0.337, -1.244, -0.531)

Computed properties:
Orbital gap: 0.3468 hartree
Highest occupied orbital energy: -14.60 eV
Total charge: +1
Relative energy (zero: lowest compared OMol25 entry of this formula, charge and spin): 7.641 eV



The following is a quantum chemistry calculation of a single C9H11F3 molecule, from OMol25.

Element x y z (Å)
C (-2.712, 0.408, 0.290)
C (-2.858, -0.774, -0.235)
C (-0.487, 0.159, -1.244)
C (-1.508, -0.150, -0.289)
C (-0.079, -0.516, 0.103)
C (-0.064, 1.694, -1.464)
C (0.463, -1.922, -0.064)
C (2.292, 0.210, 1.064)
C (0.692, 0.106, 1.252)
F (2.725, 1.202, 1.818)
F (0.263, 1.342, 1.630)
F (0.557, -0.564, 2.453)
H (-3.115, 1.372, 0.670)
H (-3.403, -1.660, -0.271)
H (-0.200, -0.380, -2.172)
H (-0.905, 2.390, -1.799)
H (0.705, 1.770, -2.315)
H (0.228, 2.228, -0.502)
H (0.251, -2.551, 0.916)
H (1.626, -1.904, -0.345)
H (0.025, -2.267, -1.030)
H (2.821, -0.653, 1.436)
H (2.680, 0.460, 0.099)

Computed properties:
2S+1: 3
Orbital gap (spin up / spin down): 0.2293 / 0.2975 hartree
Highest occupied orbital energy (spin up / spin down): -5.41 / -10.28 eV
<S²>: 2.009



The following is a quantum chemistry calculation of 2 unconnected molecules or ions with the total composition CH2N2OS2, from OMol25.

Element x y z (Å)
C (-0.120, -0.128, 0.402)
N (-0.131, 0.323, 1.572)
N (-0.169, 0.756, 2.615)
O (2.462, 4.521, -1.682)
S (0.082, 3.205, -0.892)
S (1.491, 4.466, -0.606)
H (-0.338, 0.552, -0.397)
H (0.165, -1.145, 0.215)

Computed properties:
Orbital gap: 0.2442 hartree
Highest occupied orbital energy: -8.74 eV
Relative energy (zero: lowest compared OMol25 entry of this formula, charge and spin): 1.626 eV



The following is a quantum chemistry calculation of 12 unconnected molecules or ions with the total composition H24O12, from OMol25.

Element x y z (Å)
O (3.461, -0.089, -0.057)
H (4.487, 0.036, 0.155)
H (2.752, 0.120, 0.633)
O (2.602, 2.643, -1.316)
H (3.022, 1.933, -0.915)
H (2.058, 3.137, -0.686)
O (-2.333, 0.605, 3.362)
H (-2.122, 0.333, 2.445)
H (-1.893, -0.093, 3.753)
O (0.628, -4.598, 1.108)
H (1.573, -4.370, 1.218)
H (0.521, -4.585, 0.056)
O (-3.609, 0.005, -0.443)
H (-3.325, 0.905, -0.662)
H (-3.668, -0.415, -1.316)
O (0.130, -0.465, -2.425)
H (-0.077, -1.502, -2.806)
H (-0.355, -0.128, -1.827)
O (-0.463, 2.908, 1.040)
H (0.369, 2.746, 1.298)
H (-0.993, 2.428, 1.699)
O (3.175, -1.912, 2.748)
H (2.453, -2.585, 2.595)
H (3.391, -1.650, 1.822)
O (-1.459, 3.487, -2.040)
H (-1.054, 3.436, -1.167)
H (-1.686, 4.441, -2.089)
O (-2.629, 1.183, -2.502)
H (-2.284, 2.017, -2.384)
H (-2.221, 0.797, -3.338)
O (-0.706, -1.035, 4.694)
H (0.031, -0.238, 4.799)
H (-0.328, -1.472, 3.946)
O (0.143, -2.872, -3.577)
H (-0.528, -2.590, -4.173)
H (0.937, -2.564, -3.648)

Computed properties:
SMILES: O.O.O.O.O.O.O.O.O.O.O.O
Orbital gap: 0.3664 hartree
Highest occupied orbital energy: -10.45 eV
Relative energy (zero: lowest compared OMol25 entry of this formula, charge and spin): 5.576 eV



The following is a quantum chemistry calculation of 2 unconnected molecules or ions with the total composition C4H12, from OMol25.

Element x y z (Å)
C (-1.917, -1.068, -0.383)
C (-1.699, -0.653, 1.062)
H (-2.589, -1.919, -0.494)
H (-2.259, -0.306, -1.088)
H (-0.959, -1.334, -0.835)
H (-2.444, -1.046, 1.755)
H (-1.750, 0.433, 1.169)
H (-0.732, -0.968, 1.435)
C (1.414, 1.316, 0.157)
C (2.174, 0.430, -0.820)
H (0.654, 1.921, -0.361)
H (0.642, 0.685, 0.606)
H (2.058, 1.922, 0.776)
H (1.650, -0.525, -0.870)
H (2.434, 0.836, -1.793)
H (3.176, 0.135, -0.468)

Computed properties:
SMILES: CC.CC
Orbital gap: 0.4582 hartree
Highest occupied orbital energy: -11.31 eV
Relative energy (zero: lowest compared OMol25 entry of this formula, charge and spin): 0.587 eV